Record 1
The molecule C3H3NOS, computed with ωB97M-V with the def2-TZVPD basis set.

```
9
Properties=species:S:1:pos:R:3:mulliken_charge:R:1
S -1.96385 -0.08836 -0.03311 -0.25
C -0.22684 0.03126 0.00502 0.57
N 0.44326 1.15073 0.00671 -0.49
C 1.79283 0.71542 -0.00161 -0.29
C 1.89280 -0.60386 0.01491 -0.19
O 0.55587 -1.10981 0.03057 -0.32
H -2.11597 1.22248 0.35488 0.18
H 2.60531 1.43836 -0.18149 0.33
H 2.62980 -1.28060 -0.04509 0.46
```

## Properties
Max |F|   0.08711 Eh/bohr
LUMO   0.7416 eV
HOMO energy   -9.0 eV
Total charge   0
Structure (SMILES)   Sc1ncco1

***

Record 2
The molecule C3H3NOS, computed with ωB97M-V with the def2-TZVPD basis set.

```
9
Properties=species:S:1:pos:R:3:mulliken_charge:R:1
C -1.69700 0.03045 0.01152 -0.71
S -0.33837 -1.06901 -0.14712 -0.03
C 1.00868 0.07984 -0.04853 0.55
O 0.82123 1.25071 -0.16694 -0.43
C 2.43838 -0.34754 -0.05568 0.12
N 3.59880 -0.62690 -0.01783 -0.35
H -2.42320 -0.76866 0.29914 0.29
H -1.39150 0.75213 0.95824 0.26
H -2.01702 0.69898 -0.83279 0.30
```

## Properties
Max |F|   0.09982 Eh/bohr
LUMO   -0.4337 eV
HOMO energy   -10.3 eV
Total charge   0
Structure (SMILES)   CSC(=O)C#N

***

Record 3
The molecule C3H3NOS, computed with ωB97M-V with the def2-TZVPD basis set.

```
9
Properties=species:S:1:pos:R:3:mulliken_charge:R:1
C 0.19695 1.54750 -0.32640 -0.75
S -1.03935 0.30051 -0.22771 -0.03
C 0.03334 -0.98885 0.33550 0.60
O 1.28014 -0.83334 0.43063 -0.51
C -0.70025 -2.23939 0.40220 0.08
N -1.32828 -3.14955 0.60030 -0.26
H 0.97264 1.42402 0.45867 0.27
H -0.13253 2.58337 -0.31631 0.34
H 0.71733 1.35573 -1.35688 0.26
```

## Properties
Max |F|   0.08113 Eh/bohr
LUMO   -0.7088 eV
HOMO energy   -10.3 eV
Total charge   0
Structure (SMILES)   CSC(=O)C#N

***

Record 4
A cluster of 2 separate species, C3H3NOS2 in total, computed with ωB97M-V with the def2-TZVPD basis set.

```
10
Properties=species:S:1:pos:R:3:mulliken_charge:R:1
C -1.21043 1.12036 0.47963 -0.43
C -1.42720 -1.00202 -0.00449 -0.12
C -0.05895 0.59752 0.04047 0.23
N -0.22533 -0.67195 -0.27979 -0.30
O -2.16971 0.09123 0.44249 -0.31
S 3.04810 -0.53833 0.24535 -0.09
S 2.69750 1.23858 -0.57651 -0.08
H -1.41756 2.02840 0.87034 0.44
H -1.84520 -1.85786 -0.31132 0.43
H 2.60878 -1.00593 -0.90617 0.22
```

## Properties
Max |F|   0.09066 Eh/bohr
LUMO   -2.0561 eV
HOMO energy   -8.6 eV
Total charge   0

***

Record 5
A structure of composition C3H3NOS2, computed with ωB97M-V with the def2-TZVPD basis set.

```
10
Properties=species:S:1:pos:R:3:mulliken_charge:R:1
C 0.36194 -1.65099 1.14050 0.04
C 0.39700 -0.33978 0.62108 0.44
C -0.57409 1.14738 -1.27797 -0.52
H 0.52324 -1.49349 2.14242 0.39
H -0.03876 1.71753 -2.05487 0.31
H -1.80993 1.20794 -1.47151 0.29
N 0.57394 0.74555 1.24932 -0.41
O 0.31478 -2.69189 0.54414 -0.48
S 0.02486 1.95978 0.26592 0.03
S 0.22704 -0.60200 -1.15904 -0.08
```

## Properties
Max |F|   0.07194 Eh/bohr
LUMO   -0.9813 eV
HOMO energy   -8.8 eV
Total charge   0

***

Record 6
The molecule C3H3NS, computed with ωB97M-V with the def2-TZVPD basis set.

```
8
Properties=species:S:1:pos:R:3:mulliken_charge:R:1
C 2.01271 -0.90177 -0.10536 0.22
C 1.11169 -0.09203 -0.09154 -0.41
C 0.03457 0.88099 -0.01047 -0.19
N -1.19653 0.76320 -0.10504 -0.27
S -1.91540 -0.78525 -0.03584 -0.13
H 2.85488 -1.52920 0.24860 0.36
H 0.28093 1.98039 0.15077 0.27
H -3.18286 -0.31633 -0.05111 0.16
```

## Properties
Max |F|   0.06583 Eh/bohr
LUMO   0.3183 eV
HOMO energy   -9.1 eV
Total charge   0
Structure (SMILES)   C#C/C=N\S

***

Record 7
The molecule C3H3NS, computed with ωB97M-V with the def2-TZVPD basis set.

```
8
Properties=species:S:1:pos:R:3:mulliken_charge:R:1
C -0.24380 1.88560 -0.56830 0.21
C 0.31766 0.85160 -0.26481 -0.41
C 0.95544 -0.39927 0.16254 -0.14
N 0.54572 -1.60340 0.42163 -0.32
S -1.04993 -2.14777 0.38192 -0.11
H -0.68472 2.77171 -1.02639 0.39
H 2.08476 -0.26577 0.23545 0.25
H -1.92513 -1.09269 0.65797 0.13
```

## Properties
Max |F|   0.04382 Eh/bohr
LUMO   -0.0085 eV
HOMO energy   -9.0 eV
Total charge   0
Structure (SMILES)   C#C/C=N\S

***

Record 8
The molecule C3H3NS, computed with ωB97M-V with the def2-TZVPD basis set.

```
8
Properties=species:S:1:pos:R:3:mulliken_charge:R:1
C 1.53790 -0.80021 -0.04085 0.42
C 0.74958 0.08956 -0.07090 -0.71
C -0.23330 1.14397 -0.02115 -0.08
N -1.47564 0.93258 -0.02701 -0.35
S -2.06003 -0.66326 -0.04638 -0.08
H 2.28401 -1.56407 0.01822 0.38
H 0.09802 2.17075 0.00623 0.33
H -0.90055 -1.30933 0.18185 0.09
```

## Properties
Max |F|   0.02866 Eh/bohr
LUMO   0.3999 eV
HOMO energy   -9.1 eV
Total charge   0
Structure (SMILES)   C#C/C=N\S

***

Record 9
The molecule C3H3NS2, computed with ωB97M-V with the def2-TZVPD basis set.

```
9
Properties=species:S:1:pos:R:3:mulliken_charge:R:1
N 0.06209 2.28944 0.69593 -0.44
C 0.72766 1.53171 -0.08281 0.16
C 1.42103 0.33768 -0.77770 -0.35
S 1.12888 -1.15764 0.18391 0.00
C -0.65784 -0.82362 0.71018 -0.26
S -1.86858 -0.17350 -0.37185 -0.13
H 0.76900 0.30419 -1.55958 0.35
H 2.53263 0.16883 -0.95936 0.34
H -0.84622 -1.47537 1.55642 0.33
```

## Properties
Max |F|   0.20758 Eh/bohr
LUMO   -1.3624 eV
HOMO energy   -9.3 eV
Total charge   0
Structure (SMILES)   N#CCSC=S

***

Record 10
A cluster of 2 separate species, C3H3NS2 in total, computed with ωB97M-V with the def2-TZVPD basis set.

```
9
Properties=species:S:1:pos:R:3:mulliken_charge:R:1
C -0.86588 -1.08816 -0.14293 0.59
C -2.01205 -0.52054 -0.26336 -0.96
C 1.73124 0.03696 0.39519 0.28
N 0.09466 -1.74129 -0.06481 -0.46
S 3.23355 -0.29995 0.45789 -0.15
S 0.79024 1.42200 0.08765 -0.12
H -2.29739 0.02363 -1.09625 0.33
H -2.50201 -0.34727 0.61865 0.29
H 1.82764 2.51462 0.00798 0.21
```

## Properties
Max |F|   0.08504 Eh/bohr
LUMO (spin up / spin down)   -2.0087 / -2.0084 eV
HOMO energy (spin up / spin down)   -7.5 / -7.5 eV
Total charge   0